Below is 7 unconnected molecules or ions with the total composition C27H41N2O18S, with properties calculated with ωB97M-V with the def2-TZVPD basis set.

Results
Net charge: +1
DFT total energy: -79330.9338 eV
HOMO energy: -12.22 eV
Molecular weight: 713.7 g mol⁻¹

```
89
C27H41N2O18S | the OMol25 dataset | ωB97M-V with the def2-TZVPD basis set
S 11.2654 -3.3883 6.6387
C 9.5668 -3.0213 6.7907
C 8.9191 -1.8410 6.6338
N 7.5885 -2.0746 6.8707
C 7.4014 -3.3559 7.1459
N 8.5871 -3.9471 7.1069
H 11.6354 -2.6998 7.7244
H 9.3421 -0.8861 6.3622
H 6.8431 -1.3814 6.8493
H 6.4597 -3.8294 7.3865
H 8.7662 -4.9264 7.2847
C 2.0627 -3.8015 5.6442
C 2.7448 -2.5392 6.0745
C 4.2247 -2.4891 5.7705
O 4.7160 -1.6000 6.7988
C 3.8510 -1.6929 7.8655
O 4.0875 -1.2204 8.9270
O 2.7638 -2.3868 7.5189
H 1.0445 -3.8500 6.0275
H 2.0421 -3.8303 4.5586
H 2.5961 -4.6807 6.0096
H 2.2409 -1.6612 5.6638
H 4.4608 -2.0983 4.7848
H 4.6878 -3.4716 5.8965
C 0.9515 -1.5234 -0.4924
C 1.1933 -2.8357 0.2023
C 0.2173 -3.1784 1.3068
O 1.0276 -4.0252 2.1575
C 2.3061 -3.6595 1.9871
O 3.2068 -4.0280 2.6874
O 2.4414 -2.8219 0.9469
H 1.7899 -1.2756 -1.1430
H 0.0456 -1.5815 -1.0962
H 0.8378 -0.7178 0.2338
H 1.2638 -3.6486 -0.5254
H -0.6589 -3.7183 0.9619
H -0.0983 -2.3118 1.8808
C -0.0670 -0.0850 -4.8317
C -1.5091 -0.1758 -4.4123
C -2.2321 1.1426 -4.2381
O -3.2304 0.8064 -3.2561
C -2.7568 -0.2210 -2.5203
O -3.2496 -0.6235 -1.5151
O -1.6347 -0.7277 -3.0812
H 0.4088 -1.0633 -4.7651
H 0.0001 0.2685 -5.8597
H 0.4816 0.6063 -4.1922
H -2.0674 -0.8305 -5.0876
H -2.7017 1.5061 -5.1430
H -1.5806 1.9149 -3.8240
C -6.1338 -3.8441 2.8094
C -5.1178 -2.8940 2.2370
C -4.3692 -3.3776 1.0119
O -3.1265 -2.6695 1.1258
C -2.9236 -2.4010 2.4311
O -1.8975 -1.9721 2.8630
O -4.0178 -2.6877 3.1574
H -6.4895 -3.4852 3.7739
H -6.9852 -3.9297 2.1348
H -5.6996 -4.8332 2.9598
H -5.5658 -1.9155 2.0472
H -4.8485 -3.1333 0.0685
H -4.1620 -4.4495 1.0576
C -1.6329 5.9940 -8.5995
C -1.2183 4.6353 -8.1036
C -2.2941 3.8377 -7.3983
O -1.5197 3.0156 -6.5057
C -0.3636 3.6769 -6.2394
O 0.4031 3.3467 -5.3912
O -0.2309 4.7398 -7.0491
H -0.7631 6.5578 -8.9330
H -2.3225 5.8905 -9.4368
H -2.1221 6.5634 -7.8083
H -0.7714 4.0483 -8.9103
H -2.8941 3.2246 -8.0654
H -2.9516 4.4687 -6.7961
C -3.8079 6.0349 -1.6487
C -4.2917 5.8824 -3.0653
C -3.2256 5.9301 -4.1391
O -3.9556 6.4203 -5.2712
C -4.9963 7.1632 -4.7969
O -5.6868 7.8512 -5.4698
O -5.1147 6.9976 -3.4610
H -4.6513 6.1596 -0.9715
H -3.2476 5.1497 -1.3476
H -3.1672 6.9119 -1.5504
H -4.8970 4.9771 -3.1688
H -2.7932 4.9562 -4.3618
H -2.4296 6.6401 -3.9040
```

***

Below is 3 unconnected molecules or ions with the total composition C27H41N2O8S, with properties calculated with ωB97M-V with the def2-TZVPD basis set.

Results
Net charge: +1
DFT total energy: -58846.3984 eV
HOMO energy: -11.79 eV
Molecular weight: 553.7 g mol⁻¹
Energy above the lowest of the compared OMol25 structures with the same formula, charge and spin: 0.0 kJ/mol

```
79
C27H41N2O8S | the OMol25 dataset | ωB97M-V with the def2-TZVPD basis set
C -1.6738 2.3682 1.0827
C -2.6132 1.1838 0.7473
C -2.5672 0.0033 1.7348
C -1.7477 -1.1997 1.2256
C -0.4131 -0.8700 0.5296
C 0.8354 -1.4688 1.2144
S 1.5684 -2.8275 0.3060
C 1.8722 -2.2548 -1.3579
C 1.5320 -3.3231 -2.4030
C 0.0315 -3.5761 -2.6382
C -0.3247 -4.9716 -3.1015
O -0.7297 -5.1665 -4.2338
O -0.1654 -6.0233 -2.2777
C 0.0710 -5.8558 -0.8881
C -0.2072 -7.1679 -0.1920
O 3.0608 -2.8535 0.8645
C 3.2835 -3.8748 1.9048
C 4.7609 -3.8426 2.2668
C 5.1233 -2.6892 3.1983
O 5.0492 -5.0549 2.9541
H -1.1357 2.1715 2.0135
H -2.2179 3.3014 1.1741
H -0.9137 2.4908 0.3077
H -3.6317 1.5694 0.7238
H -2.3766 0.8014 -0.2442
H -3.5796 -0.3781 1.8816
H -2.2301 0.3311 2.7203
H -1.5920 -1.9067 2.0445
H -2.3768 -1.7233 0.5016
H -0.2471 0.2023 0.4555
H -0.4869 -1.2097 -0.5036
H 1.6069 -0.7312 1.4328
H 0.5465 -1.9365 2.1574
H 2.9321 -1.9984 -1.4087
H 1.3108 -1.3381 -1.5289
H 1.9511 -2.9270 -3.3294
H 2.0810 -4.2438 -2.2025
H -0.2910 -2.9509 -3.4639
H -0.5775 -3.2666 -1.7850
H -0.5724 -5.0773 -0.4681
H 1.1129 -5.5666 -0.7114
H 0.4431 -7.9579 -0.5613
H -0.0099 -7.0451 0.8758
H -1.2475 -7.4656 -0.3036
H 2.9831 -4.8496 1.5172
H 2.6650 -3.6322 2.7702
H 5.3373 -3.7757 1.3389
H 5.5646 -1.8584 2.6512
H 5.8297 -3.0564 3.9384
H 4.2442 -2.3252 3.7300
H 5.0738 -5.7884 2.3330
C -3.7598 4.0906 -4.3482
C -4.6691 3.3966 -3.5607
C -4.3304 2.1633 -3.0311
C -3.0742 1.6521 -3.3037
C -2.1529 2.3228 -4.0881
C -2.5064 3.5537 -4.6132
N -2.7049 0.3568 -2.7254
O -3.5242 -0.2153 -2.0430
O -1.5712 -0.0545 -2.9134
H -4.0292 5.0544 -4.7575
H -5.6439 3.8163 -3.3577
H -5.0263 1.6108 -2.4185
H -1.1838 1.8918 -4.2863
H -1.8030 4.0945 -5.2302
C 2.0916 7.2820 3.4535
C 1.2301 8.3254 3.1436
C 0.1724 8.1194 2.2727
C 0.0008 6.8608 1.7287
C 0.8457 5.8069 2.0209
C 1.9002 6.0262 2.8917
N -1.1269 6.6354 0.8101
O -1.8435 7.5758 0.5575
O -1.2766 5.5156 0.3603
H 2.9145 7.4478 4.1354
H 1.3802 9.3024 3.5805
H -0.5056 8.9202 2.0203
H 0.6803 4.8378 1.5752
H 2.5743 5.2161 3.1330
```

***

no.,Kohn-Sham gap (eV)
1,9.6
2,8.6